1.
{
  "formula": "C30H59N4O6",
  "method": "ωB97M-V with the def2-TZVPD basis set",
  "charge": -1,
  "s_squared": 2.01,
  "homo_lumo_gap_ev": [6.1, 5.8],
  "spin_multiplicity": 3,
  "e_tot_ha": -1848.87495,
  "symbols": ["C", "C", "O", "N", "C", "C", "C", "C", "C", "C", "N", "C", "C", "C", "O", "C", "O", "O", "H", "H", "H", "H", "H", "H", "H", "H", "H", "H", "H", "H", "H", "H", "H", "H", "H", "H", "H", "H", "H", "H", "H", "C", "C", "C", "C", "C", "C", "N", "O", "C", "C", "C", "H", "H", "H", "H", "H", "H", "H", "H", "H", "H", "H", "H", "H", "H", "H", "H", "H", "H", "C", "C", "C", "C", "C", "C", "N", "O", "C", "C", "C", "H", "H", "H", "H", "H", "H", "H", "H", "H", "H", "H", "H", "H", "H", "H", "H", "H", "H"],
  "coordinates": [[0.902505, -3.405641, 2.802935], [-0.018484, -4.501422, 2.382913], [0.188029, -5.627112, 2.724361], [-1.109746, -4.163131, 1.507782], [-1.011240, -5.016037, 0.318357], [-2.398263, -4.413802, 2.189218], [-2.936859, -3.214055, 2.947950], [-3.407006, -2.024110, 2.098908], [-4.111680, -2.330256, 0.778327], [-5.650803, -2.529480, 0.874457], [-6.100515, -3.023427, 2.180065], [-6.126573, -4.466195, 2.307002], [-7.108861, -5.240214, 1.401703], [-6.411690, -5.964741, 0.264008], [-7.780256, -6.279519, 2.141554], [-6.305501, -1.152259, 0.576640], [-6.593924, -0.952018, -0.619627], [-6.438581, -0.389646, 1.559145], [1.729464, -3.345954, 2.095002], [1.326058, -3.655405, 3.772207], [0.402371, -2.442022, 2.845268], [-1.800655, -4.747154, -0.379321], [-0.056953, -4.857991, -0.183499], [-1.100888, -6.080142, 0.553497], [-3.127509, -4.743469, 1.452837], [-2.278845, -5.255483, 2.880917], [-2.134586, -2.864998, 3.609048], [-3.740075, -3.525569, 3.613320], [-2.586336, -1.337664, 1.888219], [-4.122725, -1.462090, 2.700305], [-3.972423, -1.456814, 0.141703], [-3.660550, -3.160442, 0.231530], [-5.966220, -3.176736, 0.052940], [-7.029857, -2.651384, 2.326492], [-6.398740, -4.696400, 3.344117], [-5.133369, -4.883377, 2.155059], [-7.871986, -4.562457, 1.010770], [-5.900108, -5.268425, -0.395030], [-7.123227, -6.578608, -0.282639], [-5.659575, -6.621559, 0.704300], [-8.019892, -5.919880, 3.000445], [2.626959, 0.642325, 0.971094], [1.492754, 1.659031, 0.917003], [0.522238, 1.209068, -0.185944], [-0.874842, 1.826859, -0.140966], [-1.448502, 1.746311, 1.269672], [-0.534710, 2.375092, 2.313413], [0.799782, 1.695532, 2.241162], [0.731449, 0.525788, 2.783667], [-0.442027, 3.894209, 2.093978], [-1.115541, 2.172395, 3.707175], [2.138371, 3.032645, 0.598541], [3.299135, 0.847556, 1.805680], [2.261459, -0.378407, 1.068406], [3.195880, 0.720015, 0.043391], [0.403709, 0.123408, -0.111374], [0.990764, 1.402054, -1.153533], [-0.861319, 2.861987, -0.495720], [-1.523425, 1.281066, -0.827621], [-2.425976, 2.231140, 1.303251], [-1.616733, 0.698145, 1.531379], [0.246108, 4.349377, 2.808822], [-1.427480, 4.332816, 2.249575], [-0.127670, 4.174618, 1.091113], [-1.325413, 1.126036, 3.914252], [-2.052173, 2.723383, 3.784272], [-0.430880, 2.545236, 4.471540], [1.883658, 3.375214, -0.404908], [3.224282, 2.970982, 0.651787], [1.855765, 3.812843, 1.300545], [6.284451, 4.330189, -1.366156], [5.812145, 4.083985, -2.794113], [6.847389, 3.181463, -3.483855], [6.374872, 2.487402, -4.761067], [5.024256, 1.810410, -4.542135], [3.970108, 2.779198, -4.014450], [4.475207, 3.414866, -2.755618], [4.354409, 2.621860, -1.748103], [3.630987, 3.815222, -5.098802], [2.677116, 2.039028, -3.697389], [5.704078, 5.473341, -3.481093], [5.536097, 4.880460, -0.795120], [6.504254, 3.405045, -0.837774], [7.197022, 4.926415, -1.404360], [7.155793, 2.406932, -2.775123], [7.736724, 3.779271, -3.691401], [6.323620, 3.197319, -5.591004], [7.113374, 1.737713, -5.051275], [4.662468, 1.369010, -5.473031], [5.146570, 0.987376, -3.831427], [2.910876, 4.545005, -4.726259], [3.178234, 3.302180, -5.947170], [4.495195, 4.352261, -5.481782], [2.838255, 1.207562, -3.014453], [2.257863, 1.640490, -4.620885], [1.943140, 2.711499, -3.250561], [6.463201, 5.607346, -4.252930], [5.829469, 6.272152, -2.750789], [4.733285, 5.645364, -3.934711]],
  "forces_ev_per_angstrom": [[-0.1, 0.4, 0.3], [0.0, 0.6, -0.2], [0.1, -1.2, 0.3], [-0.2, 0.0, -0.4], [0.0, 0.0, -0.1], [-0.2, -0.1, 0.4], [0.5, 0.3, 0.0], [-0.3, 0.1, 0.0], [-0.3, 0.0, 0.0], [0.1, 0.3, 0.0], [0.2, -0.4, -0.3], [-0.5, 0.1, 0.1], [0.0, -0.4, 0.0], [0.0, 0.0, 0.3], [0.1, 0.0, 0.0], [-0.1, 0.1, 0.2], [0.0, 0.0, -0.2], [-0.1, 0.0, 0.0], [0.0, 0.1, -0.2], [0.1, 0.0, 0.0], [0.0, 0.1, -0.1], [-0.1, 0.1, 0.0], [0.1, 0.0, 0.0], [0.0, -0.1, 0.1], [0.1, 0.1, -0.2], [0.0, -0.1, 0.0], [0.0, 0.0, 0.1], [-0.2, -0.2, -0.1], [0.3, -0.2, 0.0], [0.0, 0.1, 0.0], [0.0, 0.0, -0.2], [0.2, -0.1, 0.1], [0.0, -0.1, 0.0], [0.0, 0.2, 0.2], [0.0, 0.0, 0.1], [0.2, 0.1, 0.0], [0.1, 0.2, 0.0], [-0.1, 0.1, -0.1], [0.0, 0.0, -0.2], [0.0, -0.1, 0.0], [0.0, 0.0, 0.0], [0.1, -0.2, 0.1], [0.7, 0.6, -0.3], [-0.4, -0.2, -0.1], [0.2, 0.1, 0.1], [-0.2, -0.2, -0.4], [-0.2, 0.9, 0.2], [-0.8, -1.2, -0.3], [0.5, 0.3, 0.2], [0.1, 0.0, -0.1], [0.0, -0.2, 0.1], [0.0, 0.2, 0.2], [0.0, 0.0, 0.0], [0.0, 0.1, 0.1], [0.0, 0.1, 0.0], [0.0, 0.0, 0.1], [0.1, 0.0, 0.0], [0.1, 0.0, 0.0], [0.0, 0.0, 0.0], [0.0, 0.0, 0.1], [0.1, 0.0, 0.1], [0.0, 0.0, 0.0], [-0.1, -0.1, 0.1], [0.0, 0.0, 0.0], [0.1, 0.0, 0.0], [0.0, 0.1, 0.0], [0.0, 0.0, 0.0], [0.0, 0.0, 0.0], [0.0, -0.1, -0.1], [-0.1, -0.1, 0.0], [0.0, -0.1, 0.2], [0.1, 0.9, -0.1], [0.0, -0.4, -0.1], [-0.1, 0.1, 0.0], [0.3, -0.1, 0.0], [-0.6, 0.4, -0.6], [0.6, -1.1, 0.2], [-0.2, 0.4, 0.0], [0.1, 0.1, 0.1], [0.0, -0.2, 0.2], [-0.2, 0.0, 0.0], [0.0, 0.0, 0.0], [-0.1, 0.0, 0.0], [0.0, 0.0, 0.0], [-0.1, 0.0, 0.1], [0.0, 0.0, 0.1], [-0.1, 0.0, 0.0], [0.0, 0.0, 0.0], [0.0, 0.0, 0.0], [-0.1, 0.1, 0.1], [0.0, 0.0, 0.0], [0.0, -0.1, 0.0], [0.0, 0.0, 0.0], [0.0, 0.1, 0.0], [0.0, 0.0, -0.1], [0.0, 0.0, 0.0], [0.0, 0.0, 0.0], [0.1, 0.0, 0.1], [0.0, 0.0, 0.0]]
}

2.
{
  "formula": "C30H60Cl30",
  "method": "ωB97M-V with the def2-TZVPD basis set",
  "homo_lumo_gap_ev": 10.5,
  "spin_multiplicity": 1,
  "e_tot_ha": -14984.80855,
  "symbols": ["Cl", "C", "C", "Cl", "H", "H", "H", "H", "Cl", "C", "C", "Cl", "H", "H", "H", "H", "Cl", "C", "C", "Cl", "H", "H", "H", "H", "Cl", "C", "C", "Cl", "H", "H", "H", "H", "Cl", "C", "C", "Cl", "H", "H", "H", "H", "Cl", "C", "C", "Cl", "H", "H", "H", "H", "Cl", "C", "C", "Cl", "H", "H", "H", "H", "Cl", "C", "C", "Cl", "H", "H", "H", "H", "Cl", "C", "C", "Cl", "H", "H", "H", "H", "Cl", "C", "C", "Cl", "H", "H", "H", "H", "Cl", "C", "C", "Cl", "H", "H", "H", "H", "Cl", "C", "C", "Cl", "H", "H", "H", "H", "Cl", "C", "C", "Cl", "H", "H", "H", "H", "Cl", "C", "C", "Cl", "H", "H", "H", "H", "Cl", "C", "C", "Cl", "H", "H", "H", "H"],
  "coordinates": [[0.039449, 5.203198, 2.243714], [0.444957, 3.791165, 3.312291], [0.769768, 4.313779, 4.813435], [2.003249, 3.368737, 5.704640], [1.341977, 3.328662, 2.900533], [-0.242512, 2.953132, 3.197495], [-0.205967, 4.259931, 5.296289], [0.924109, 5.392292, 4.846309], [1.839623, 0.158032, 3.923984], [2.065634, -1.129275, 5.127452], [2.179803, -0.386858, 6.513181], [2.422280, -1.468576, 7.934173], [2.877007, -1.786922, 4.815585], [1.156744, -1.709032, 4.966507], [1.356577, 0.306559, 6.685152], [3.105304, 0.188747, 6.498529], [-5.461342, 0.767756, 6.832696], [-6.935864, 0.578348, 5.816704], [-6.447050, 0.484620, 4.334903], [-5.482339, 1.892102, 3.864913], [-7.651637, 1.390295, 5.945216], [-7.442843, -0.321947, 6.163890], [-7.299022, 0.319067, 3.675483], [-5.769214, -0.358375, 4.200802], [1.737758, 0.953599, -1.618553], [0.544435, 1.508413, -0.419531], [0.032388, 0.372512, 0.464094], [-1.253357, 0.906018, 1.570414], [-0.282152, 1.922346, -0.997040], [0.961850, 2.294761, 0.209386], [0.908040, 0.159813, 1.077362], [-0.349677, -0.549784, 0.026502], [-3.411815, -1.714319, 3.947891], [-1.959008, -0.860786, 4.560115], [-2.398138, 0.489146, 4.979016], [-1.373187, 1.475404, 6.013740], [-1.215121, -0.857877, 3.763419], [-1.514236, -1.431855, 5.375072], [-3.262214, 0.351418, 5.629027], [-2.803623, 1.089784, 4.164816], [4.818037, -6.431726, 0.347715], [4.881034, -4.872977, 1.080260], [3.470116, -4.422306, 1.521206], [3.193898, -2.695790, 1.392141], [5.307965, -4.179174, 0.356050], [5.496772, -5.023990, 1.966917], [3.092283, -4.802103, 2.470465], [2.830980, -4.765175, 0.707550], [7.014796, 4.135513, -4.553015], [5.632393, 3.237135, -5.273076], [4.626520, 4.179911, -5.862153], [5.143488, 4.871669, -7.427884], [5.224479, 2.485887, -4.596817], [5.915513, 2.571928, -6.088821], [4.279630, 4.981179, -5.209656], [3.764089, 3.571758, -6.135022], [0.802780, 2.616114, -6.307685], [1.570819, 1.069811, -6.888466], [1.580605, 0.873625, -8.458537], [-0.170683, 0.687414, -9.064303], [1.071229, 0.265879, -6.347897], [2.569466, 1.111802, -6.453684], [2.269355, 0.050839, -8.650218], [1.974351, 1.768330, -8.940782], [0.986196, -6.634808, -0.223312], [1.706789, -6.242533, -1.782365], [0.874567, -5.170653, -2.513678], [1.287245, -3.605612, -1.654722], [1.616014, -7.163452, -2.358372], [2.788676, -6.115174, -1.819773], [-0.164051, -5.417066, -2.293116], [1.035777, -5.074104, -3.587357], [-2.999682, -4.946172, 4.013265], [-2.754430, -5.054193, 2.251993], [-1.282519, -5.285343, 1.868433], [-0.324662, -3.786281, 2.192612], [-3.354048, -4.247236, 1.830840], [-3.317819, -5.962026, 2.036309], [-1.224110, -5.444284, 0.791671], [-0.828984, -6.149166, 2.354446], [6.626893, -1.203787, 0.850304], [6.233185, -1.330835, -0.878917], [4.862444, -1.241641, -1.269794], [4.614308, -0.776394, -3.056236], [6.577457, -2.321753, -1.174977], [6.903179, -0.675716, -1.435723], [4.453867, -0.374548, -0.750833], [4.341274, -2.135437, -0.926857], [-7.513701, 0.138033, 0.210352], [-6.310670, -1.130237, 0.079831], [-4.966879, -0.609203, 0.624450], [-3.748009, -1.830601, 0.373087], [-6.263983, -1.358336, -0.985014], [-6.707256, -1.959621, 0.665459], [-5.080040, -0.437110, 1.694817], [-4.752906, 0.331592, 0.117284], [-2.646467, -2.124229, -3.360291], [-1.354320, -0.997115, -2.851120], [-0.672864, -0.286590, -3.992263], [-1.713743, 0.483964, -5.225270], [-0.622178, -1.576168, -2.288288], [-1.781482, -0.360840, -2.076013], [-0.006818, -0.986702, -4.496578], [-0.025558, 0.486393, -3.578022], [-5.038431, 3.896825, -4.392644], [-6.001249, 3.914353, -2.931791], [-5.689396, 2.722817, -2.111210], [-4.072881, 2.919564, -1.481394], [-7.069827, 3.893767, -3.145824], [-5.810705, 4.850647, -2.407232], [-5.954355, 1.820149, -2.661751], [-6.276733, 2.695869, -1.193382], [1.299391, 5.279489, -2.680838], [2.184831, 5.930841, -1.358230], [3.080690, 4.858448, -0.650877], [4.291296, 4.312318, -1.827359], [1.541224, 6.375999, -0.599481], [2.769130, 6.769513, -1.736816], [2.434665, 4.033478, -0.350556], [3.511109, 5.371329, 0.209227]],
  "forces_ev_per_angstrom": [[-0.1, -0.8, 0.5], [1.9, 0.3, 1.0], [-2.1, -0.4, -1.5], [-0.6, 0.5, -0.5], [0.4, 0.5, 0.0], [-0.7, 0.7, 0.5], [0.2, -0.6, 0.6], [0.9, -0.2, -0.4], [0.3, 0.4, -0.5], [-0.9, 0.2, 0.8], [0.9, -0.6, -0.9], [-0.4, 0.0, -0.5], [0.3, 0.4, 0.4], [0.0, -0.1, 0.8], [-0.1, -0.4, 0.0], [-0.2, 0.1, -0.2], [-0.7, 0.1, 0.3], [0.7, -0.1, -1.0], [-0.4, -0.8, 1.1], [-0.4, 0.3, -0.3], [0.5, 0.3, 0.1], [0.2, -0.2, -0.3], [0.0, 0.4, -0.1], [-0.1, 0.0, 0.3], [0.2, -0.1, 0.4], [-1.5, 0.0, -0.4], [1.3, -0.1, 0.5], [-0.1, 0.4, 0.0], [0.1, 0.2, 0.0], [0.1, -0.1, -0.1], [-0.3, -0.6, 0.3], [0.3, 0.3, -0.5], [0.2, 0.2, 0.0], [1.2, -0.6, -0.3], [-2.2, 0.6, 0.6], [1.0, 0.1, -0.1], [-0.2, 0.1, -0.1], [-0.4, -0.1, 0.1], [0.0, -0.1, -0.2], [0.5, 0.0, -0.1], [-0.2, -1.5, -0.8], [-0.3, 1.2, 1.6], [-0.3, -0.8, -1.7], [0.2, 1.0, 0.6], [0.0, 0.1, 0.3], [0.3, 0.6, -0.2], [0.4, 0.0, -0.1], [-0.3, -0.4, 0.4], [-0.3, -0.6, -0.2], [0.3, -0.3, -0.5], [-1.0, -0.4, 0.0], [0.2, 0.1, 0.2], [-0.2, 0.7, 0.7], [0.9, 0.4, -0.2], [0.3, -0.1, 0.0], [-0.2, 0.1, 0.2], [0.3, -0.6, -0.5], [-0.2, 0.3, -0.5], [-0.9, 0.9, 1.9], [1.8, -0.2, 0.4], [-0.3, 0.0, -0.4], [0.2, 0.0, -0.5], [-0.7, -0.4, -0.4], [-0.2, -0.1, 0.0], [0.4, 0.1, 0.3], [-0.4, -0.8, -2.2], [0.6, -0.1, 1.7], [-0.4, -0.3, -0.6], [-0.3, -0.1, -0.1], [-0.1, 0.7, 0.8], [0.0, 0.4, -0.3], [0.3, 0.0, 0.3], [0.3, -0.1, 0.4], [-0.2, -1.3, 0.5], [-1.0, 1.1, -0.4], [0.0, -0.5, 0.0], [0.9, 0.3, -0.3], [0.2, -0.1, -0.4], [0.0, 0.1, 0.1], [-0.1, 0.3, 0.3], [-0.5, 0.2, 0.0], [3.9, -1.4, -1.1], [-2.8, 1.8, 0.1], [0.3, -0.9, 1.3], [0.3, -0.1, 0.1], [-0.2, 0.4, 0.3], [-0.5, -0.1, -0.1], [-0.5, 0.2, -0.8], [-0.7, 0.9, 0.2], [0.6, -0.2, 0.0], [-1.7, 0.2, 0.0], [0.7, -0.3, -0.3], [0.2, -0.3, 0.2], [0.3, -0.1, -0.2], [0.2, 0.1, -0.1], [0.5, -0.2, 0.1], [0.2, 0.0, 0.0], [-0.3, -0.1, 0.7], [0.5, 0.0, 0.0], [0.0, -0.3, 0.4], [0.2, -0.2, -0.4], [-0.3, 0.4, -0.5], [-0.2, -0.1, -0.2], [-0.2, 0.1, 0.0], [0.1, 0.1, -0.8], [-1.0, 0.7, 0.2], [-1.0, 0.0, 1.0], [1.3, -0.7, 0.2], [0.0, 0.0, -0.5], [0.2, -0.1, 0.0], [0.9, -0.2, 0.0], [-0.4, 0.2, -0.2], [-0.9, -0.5, -0.8], [1.2, 0.2, 1.6], [-1.3, 1.5, -1.0], [0.3, -0.2, 0.4], [-0.4, -0.3, -0.1], [0.3, -0.3, 0.0], [0.3, -0.1, 0.0], [0.4, -0.4, -0.1]]
}